The following is a DFT calculation (the ωB97M-V functional and the def2-TZVPD basis) of a 2-piece molecular cluster, C6H13FSi overall.

Summary:
ΔE to the lowest compared entry with this formula, charge and spin: 76.9 kcal per mole
total energy: -17026.449 eV

Each line ends with the Mulliken charge.
Cartesian coordinates (Å):
C (1.81, 2.46, 0.16)  -0.61
C (0.97, 1.81, -0.68)  -0.38
C (-3.07, -0.93, 0.19)  -0.86
C (2.34, -1.46, -0.01)  -0.91
C (-2.42, 0.37, 0.01)  -0.79
C (1.01, -1.10, 0.72)  -0.80
F (0.27, -0.40, -1.98)  -0.34
Si (0.11, 0.18, -0.47)  0.56
H (2.05, 3.47, -0.06)  0.28
H (1.96, 2.22, 1.15)  0.29
H (0.54, 2.40, -1.45)  0.35
H (-3.23, -1.23, 1.17)  0.34
H (-3.99, -0.81, -0.47)  0.26
H (-2.48, -1.72, -0.22)  0.22
H (3.02, -2.00, 0.75)  0.30
H (2.04, -2.20, -0.79)  0.27
H (2.79, -0.51, -0.56)  0.23
H (-2.41, 1.05, 0.93)  0.30
H (-2.64, 1.01, -0.82)  0.41
H (0.98, -0.67, 1.63)  0.50
H (0.36, -1.94, 0.79)  0.36


The following is a DFT calculation (the ωB97M-V functional and the def2-TZVPD basis) of C6H13IOSi as an isolated structure.

Summary:
ΔE to the lowest compared entry with this formula, charge and spin: 0.0 kcal per mole
total energy: -24459.005 eV

Each line ends with the Mulliken charge.
Cartesian coordinates (Å):
C (2.70, 1.63, 0.35)  -0.85
C (1.98, 0.50, 0.50)  -0.23
C (0.37, -0.93, 1.71)  -1.32
C (-2.43, -0.19, 0.00)  -1.27
C (-0.57, -1.42, -1.92)  -1.20
C (0.48, 0.24, 0.69)  0.34
O (-0.75, 1.37, -1.85)  -0.60
Si (-0.71, 0.08, -0.79)  0.81
I (-0.25, 2.16, 1.52)  0.04
H (3.76, 1.65, 0.43)  0.27
H (2.37, 2.72, 0.17)  0.17
H (2.66, -0.32, 0.72)  0.29
H (0.58, -1.72, 1.02)  0.44
H (1.16, -1.00, 2.50)  0.38
H (-0.59, -0.94, 2.26)  0.27
H (-2.50, 0.22, 0.96)  0.38
H (-3.23, 0.20, -0.54)  0.38
H (-2.60, -1.24, 0.21)  0.37
H (-0.01, -2.31, -1.68)  0.39
H (-1.61, -1.73, -2.00)  0.34
H (-0.27, -1.10, -2.90)  0.31
H (-0.54, 2.15, -1.36)  0.29


The following is a DFT calculation (the ωB97M-V functional and the def2-TZVPD basis) of an isolated ion of composition C6H13N and charge -1.

Summary:
total charge: -1
ΔE to the lowest compared entry with this formula, charge and spin: 43.6 kcal per mole
multiplicity: 2
⟨S²⟩: 0.756
total energy: -7919.461 eV

Each line ends with the Mulliken charge.
Cartesian coordinates (Å):
C (-1.66, -0.10, -1.87)  -1.23
C (-0.22, -0.40, -1.49)  -0.03
C (0.27, 0.17, -0.08)  0.44
C (1.47, -0.33, 0.43)  -1.52
N (1.70, -1.72, 0.48)  -0.46
C (-0.41, 1.41, 0.56)  -0.66
C (-0.87, 1.07, 1.98)  -0.96
H (-1.68, 0.95, -2.19)  0.27
H (-2.05, -0.76, -2.66)  0.36
H (-2.37, -0.18, -1.04)  0.32
H (-0.18, -1.47, -1.23)  0.17
H (0.47, -0.20, -2.31)  0.24
H (2.44, 0.23, 0.39)  0.34
H (2.61, -2.12, 0.50)  0.20
H (0.91, -2.30, 0.69)  0.28
H (0.24, 2.29, 0.50)  0.30
H (-1.28, 1.61, -0.05)  0.16
H (-0.37, 0.17, 2.34)  0.19
H (-1.95, 0.84, 2.01)  0.25
H (-0.77, 1.81, 2.78)  0.32


- Which of these has the lowest ΔE to the lowest compared entry with this formula, charge and spin?
  C6H13IOSi